(1)
C16H54N4O9 | ωB97M-V/def2-TZVPD

Geometry as XYZ:
```
83
Properties=species:S:1:pos:R:3:forces:R:3
C 5.2026 -1.9569 -0.1170 0.0 0.5 -0.3
C 4.4978 -3.2630 -0.4670 0.0 0.1 0.2
C 5.3269 -4.4573 -0.0482 -0.3 -0.2 0.2
O 6.3952 -4.5956 -0.9432 0.1 0.2 -0.2
C 7.0881 -5.7915 -0.7397 0.0 -0.3 0.1
N 3.1532 -3.3953 0.1098 0.2 0.3 0.1
H 5.6062 -1.9592 0.8981 0.0 -0.1 0.0
H 4.5019 -1.1189 -0.1951 0.0 -0.1 0.0
H 6.0167 -1.7315 -0.8116 0.1 -0.2 0.1
H 4.4267 -3.3257 -1.5548 -0.3 0.0 0.0
H 4.6942 -5.3572 -0.0422 0.1 0.1 -0.1
H 5.7204 -4.3248 0.9743 -0.1 0.0 0.0
H 7.9558 -5.7801 -1.3919 0.1 -0.1 0.0
H 6.4595 -6.6597 -0.9858 0.1 0.1 0.0
H 7.4007 -5.8978 0.3089 0.1 0.0 -0.1
H 2.5917 -2.5844 -0.1610 0.0 -0.2 0.0
H 3.2294 -3.3407 1.1251 0.0 -0.1 -0.1
C -3.2126 3.8436 -4.0226 0.3 -0.2 -0.4
C -4.0902 4.8446 -3.3050 -0.5 0.1 -0.8
C -3.4320 5.3558 -2.0457 0.0 0.0 0.0
O -2.1851 5.9073 -2.3680 0.2 0.2 0.1
C -1.5220 6.4174 -1.2360 0.1 0.2 -0.1
N -4.3579 5.9668 -4.2154 0.1 0.1 0.2
H -3.0175 2.9616 -3.4116 0.1 0.0 0.1
H -2.2629 4.2949 -4.3095 0.0 0.0 0.1
H -3.6847 3.5004 -4.9487 -0.1 0.0 0.1
H -5.0373 4.3401 -3.0528 0.2 0.0 0.4
H -3.2880 4.5135 -1.3552 -0.2 0.0 0.2
H -4.0606 6.1237 -1.5720 -0.1 -0.1 0.1
H -0.6336 6.9454 -1.5823 0.0 -0.1 0.0
H -1.2074 5.6182 -0.5519 -0.1 0.0 0.0
H -2.1476 7.1386 -0.6922 0.0 -0.1 0.0
H -5.0338 6.6081 -3.8174 0.0 0.0 0.0
H -4.7217 5.6480 -5.1034 0.0 -0.1 0.0
C -0.3952 -2.6991 0.8899 -0.3 -0.2 -0.2
C -0.1840 -1.4250 0.0776 0.2 -0.6 -0.4
C 0.3679 -0.3338 0.9528 0.0 0.7 0.0
O 0.6650 0.8970 0.2511 0.1 -0.5 0.1
C -0.4424 1.5562 -0.3164 -0.5 0.5 0.3
N 0.8004 -1.6521 -0.9865 0.0 0.1 -0.4
H -1.1688 -2.5625 1.6498 0.2 0.1 0.1
H 0.5182 -3.0730 1.3514 0.1 0.2 0.1
H -0.7612 -3.4909 0.2299 0.1 0.1 0.0
H -1.1588 -1.1524 -0.3465 0.0 0.1 0.2
H 1.3417 -0.6490 1.3232 -0.1 -0.1 0.2
H -0.3091 -0.1097 1.7883 0.1 -0.1 0.0
H -1.1138 0.8749 -0.8387 0.0 0.0 -0.1
H -0.0720 2.3082 -1.0108 0.1 -0.1 -0.1
H -1.0130 2.0861 0.4633 0.0 -0.2 -0.1
H 0.6583 -2.5249 -1.4863 -0.3 0.0 0.2
H 0.6965 -0.9345 -1.7006 0.2 0.0 0.1
C -3.0725 -1.4644 3.9137 0.5 -0.3 -0.1
C -2.6571 -0.4259 4.9403 -0.8 0.0 0.4
C -1.2342 -0.0138 4.7625 0.5 0.6 -0.1
O -0.3957 -1.1363 4.7525 -0.2 0.0 0.0
C 0.9572 -0.7905 4.6016 0.2 0.3 -0.3
N -3.4688 0.8040 4.9521 -0.2 0.1 -0.7
H -2.9423 -1.0891 2.8932 -0.2 0.1 0.0
H -4.0918 -1.8130 4.0736 -0.1 0.1 -0.1
H -2.4117 -2.3325 3.9980 -0.1 0.0 0.0
H -2.7658 -0.8537 5.9427 0.1 -0.1 -0.1
H -0.9576 0.6967 5.5576 0.1 -0.2 0.0
H -1.1516 0.5617 3.8157 0.1 -0.2 0.0
H 1.3243 -0.1903 5.4433 0.0 -0.2 0.1
H 1.1092 -0.1805 3.7017 0.1 -0.1 0.0
H 1.5192 -1.7157 4.5107 0.1 0.0 0.1
H -4.4329 0.5720 4.7183 0.1 -0.1 0.3
H -3.1956 1.4019 4.1686 0.1 -0.1 0.2
O 2.4916 1.8663 -1.7290 -0.1 0.0 0.0
H 1.9488 1.4823 -1.0242 0.2 -0.1 0.0
H 3.3978 1.7612 -1.4264 0.0 0.0 0.0
O 2.0801 1.9798 2.5702 -0.1 0.0 0.0
H 1.5530 1.7715 1.7829 0.1 0.0 -0.1
H 1.5129 2.5400 3.1087 0.1 0.0 0.0
O -3.6932 0.3639 -3.2919 -0.1 0.1 0.0
H -4.2818 0.7689 -2.6462 0.0 -0.1 0.0
H -4.0038 0.6853 -4.1452 0.1 0.0 0.0
O -0.0539 -3.4102 -3.5899 0.1 0.0 0.0
H 0.8606 -3.5613 -3.8498 0.0 0.0 0.0
H -0.5517 -3.4251 -4.4139 -0.1 0.0 0.1
O -2.9427 -2.4628 -3.0026 0.0 0.1 0.0
H -3.1982 -1.5324 -3.1215 0.2 -0.2 0.1
H -2.0540 -2.4617 -2.6281 0.0 0.1 -0.1
```
Positions in Å, forces in eV/Å.

Values from the calculation:
SMILES = COC[C@H](C)N.COC[C@H](C)N.COC[C@H](C)N.COC[C@H](C)N.O.O.O.O.O
HOMO-LUMO gap = 9.180 eV
max |F| = 0.94 eV/Å
electronic energy = -1538.11305 Eh
energy relative to the best compared isomer or geometry (same formula, charge and spin) = 23.5 kcal/mol
HOMO level = -9.1 eV

=====

(2)
C2H6N2O | ωB97M-V/def2-TZVPD

Geometry as XYZ:
```
11
Properties=species:S:1:pos:R:3:forces:R:3
C -1.5899 -0.7224 0.0560 -0.3 0.2 -0.1
C -1.5155 0.7674 0.0344 -0.6 0.2 -0.4
H 4.0901 -0.1105 0.8207 0.0 0.0 -0.2
H -1.2558 -1.2154 0.9614 0.1 -0.1 -0.1
H -2.3833 -1.2171 -0.5005 0.0 0.0 0.3
H -1.1096 1.2834 0.9011 0.0 -0.2 -0.1
H -2.2920 1.3268 -0.5154 0.5 -0.3 0.4
H 0.3091 -0.0910 -0.5159 0.1 0.1 0.3
N 3.7988 0.0189 -0.1943 -0.4 0.0 0.3
N -0.6518 -0.0390 -0.8097 0.1 0.0 -0.4
O 2.5998 -0.0011 -0.2377 0.5 0.0 0.0
```
Positions in Å, forces in eV/Å.

Values from the calculation:
SMILES = C1CN1.N=O
HOMO-LUMO gap = 8.687 eV
max |F| = 0.71 eV/Å
electronic energy = -264.40207 Eh
energy relative to the best compared isomer or geometry (same formula, charge and spin) = 116.2 kcal/mol
HOMO level = -9.3 eV

=====

(3)
C6H34F4HfN14O19S4 | ωB97M-V/def2-TZVPD

Geometry as XYZ:
```
82
Properties=species:S:1:pos:R:3:forces:R:3
Hf 3.5566 -0.8287 2.7874 0.7 -1.3 0.4
N 4.5952 -0.2332 0.8684 0.7 2.1 1.1
S 5.0627 1.3355 1.0748 2.6 -4.4 3.5
O 5.3804 1.2954 2.5194 -0.8 0.2 -1.6
O 4.2632 2.3411 0.6115 -3.3 2.5 -1.7
F 6.3453 1.5492 0.3135 1.4 -0.4 0.0
S 4.7801 -1.0380 -0.4787 0.1 -2.2 -2.0
O 3.4810 -1.5127 -0.9069 1.6 0.8 0.3
O 5.9264 -1.8947 -0.5689 -1.4 0.2 0.9
F 5.2790 0.1681 -1.3037 -0.8 0.7 -1.5
N -0.4976 1.6262 -0.2603 1.1 -4.0 -1.5
S -0.1741 2.8335 -1.4127 -1.5 -3.6 1.9
O -1.2337 3.6985 -1.1995 -1.9 2.5 0.2
O 1.1582 3.1394 -1.2601 3.0 1.3 -0.5
F 3.0494 0.7957 3.8224 0.7 0.2 -0.1
S -0.0894 0.0340 -0.6659 -0.7 5.2 -1.1
O 0.2351 -0.4100 -1.9818 0.1 0.6 0.5
O -0.4279 -0.8475 0.3303 -0.6 -2.0 2.4
F 2.0062 -0.3980 1.7025 -0.6 0.7 -0.5
O -8.2828 -3.8717 -1.6690 2.2 0.7 -0.8
H -7.6549 -3.4341 -1.0672 -0.4 -0.3 -0.3
H -9.0403 -4.0261 -1.1561 -1.7 -0.4 1.0
O -1.1021 2.7066 3.2039 1.8 -0.1 -1.8
H -1.2519 2.5636 2.2471 0.2 -0.1 0.6
H -1.9710 2.7663 3.5239 -1.9 0.2 1.1
O -0.5534 -4.3067 4.4486 2.3 3.1 -2.9
H -0.4453 -3.2701 4.3256 -0.7 -3.1 0.6
H -0.0653 -4.5653 3.5507 -2.0 0.2 2.4
O 5.1165 -2.0658 3.5145 -1.8 1.2 -0.8
H 5.3126 -1.8736 4.4290 0.5 -0.1 0.5
H 4.0796 2.4713 3.0172 -0.5 -1.7 -0.1
O 2.0795 -1.3320 4.3844 0.9 1.2 0.3
H 1.5563 -2.0949 4.4630 -1.1 -1.8 0.3
H 1.8347 -0.6800 5.0588 0.1 -0.1 -0.3
C -0.8682 6.3971 -3.3335 2.1 3.1 2.9
O -1.0628 5.2599 -3.7384 -0.2 0.9 -0.6
N -1.0818 7.5978 -4.1111 0.3 -3.3 -1.0
N -0.3678 6.5379 -2.0042 -1.1 1.6 -3.1
H -1.0894 7.2313 -5.0926 -0.4 0.8 1.1
H -0.4874 8.4323 -4.1214 -0.1 -0.7 1.0
H -0.3341 5.7243 -1.4447 -0.2 -0.7 0.4
H -0.3785 7.4425 -1.5415 0.0 -0.4 -0.3
C -2.2301 -4.8888 1.5003 4.0 -1.7 1.7
O -0.9914 -5.0657 1.8277 -3.9 0.8 -1.9
N -3.1811 -4.4733 2.3536 -0.7 0.1 -1.8
N -2.7649 -5.2310 0.2605 0.4 -0.1 -0.1
H -3.0883 -4.2256 3.2995 0.6 0.2 1.0
H -4.0347 -4.3156 1.8505 -0.5 0.3 0.8
H -2.2952 -5.9841 -0.2021 0.9 0.0 -0.2
H -3.7293 -5.5078 0.2573 -0.5 0.3 0.3
C 3.3044 -3.7755 1.3662 -2.0 -0.4 0.9
O 2.8379 -2.7040 1.9049 1.5 -0.2 -0.2
N 4.3189 -4.4882 1.8775 0.0 0.5 0.0
N 2.5351 -4.3251 0.3909 1.2 0.3 0.4
H 4.6925 -5.2750 1.3800 0.0 -0.1 -0.2
H 4.8057 -4.2107 2.7308 -0.3 0.4 -0.5
H 2.6627 -5.2925 0.1823 0.0 -0.3 -0.4
H 1.8739 -3.7811 -0.1439 0.2 0.0 0.4
C -1.5160 2.1224 -3.7096 1.6 0.3 2.9
O -0.3933 2.0564 -2.7359 -1.2 -0.2 -4.1
N -1.5048 3.0838 -4.5823 0.1 0.1 0.7
N -2.3768 1.1494 -3.4332 0.4 2.3 -2.1
H -2.3914 3.3115 -5.0647 0.8 -0.5 0.1
H -0.9110 4.0445 -4.3587 -1.2 -1.6 -0.2
H -2.0673 0.4162 -2.8342 -0.3 -0.7 0.0
H -3.1112 1.1074 -4.1392 -0.2 -1.1 0.7
C -5.2722 -2.4195 -4.2051 -1.1 2.1 1.5
O -4.3387 -1.6319 -4.0034 -0.7 -0.3 -0.6
N -6.6478 -2.0798 -4.0251 2.1 0.3 -0.8
N -5.1149 -3.7107 -4.5072 -0.1 -0.6 -0.2
H -7.1660 -2.8156 -3.6396 -1.1 -1.1 0.5
H -6.9148 -1.1835 -3.6587 0.5 0.1 0.0
H -4.2150 -3.9970 -4.8295 0.3 -0.2 0.0
H -5.9240 -4.2596 -4.7448 0.2 -0.1 -0.2
C 2.7012 4.0174 2.8286 -1.5 -2.5 -1.9
O 3.8296 3.3875 2.9467 -0.4 3.9 0.8
N 1.7342 3.5528 1.9300 3.8 1.2 1.7
N 2.5385 5.1266 3.5200 -1.4 -2.4 -4.4
H 2.0405 2.6777 1.5753 -0.1 -0.9 -0.7
H 0.8191 3.5868 2.2544 -2.1 0.1 0.6
H 3.1528 5.1426 4.1960 3.7 1.2 4.7
H 1.6949 5.5947 3.5060 -1.7 1.3 0.1
```
Positions in Å, forces in eV/Å.

Values from the calculation:
HOMO-LUMO gap = 7.360 eV
max |F| = 6.21 eV/Å
electronic energy = -4485.14208 Eh
HOMO level = -13.5 eV
charge = +2

=====

(4)
C24H29MnN8O3S3Se | ωB97M-V/def2-TZVPD

Geometry as XYZ:
```
69
Properties=species:S:1:pos:R:3:forces:R:3
Mn 0.9765 -0.1033 -0.3541 0.1 -0.5 0.4
C 1.9739 1.3064 3.5516 0.0 0.1 0.1
C 2.3184 0.3637 2.4462 -0.4 0.3 -0.3
O 1.5307 0.2379 1.4755 0.0 0.0 0.5
N 3.4487 -0.3019 2.4942 0.4 -0.3 -0.2
C 3.8314 -1.2827 1.4686 0.0 0.2 0.1
C 4.2383 -0.6768 0.1506 -0.1 0.1 -0.1
C 5.5748 -0.5270 -0.1692 0.2 0.0 0.0
C 5.9307 -0.0320 -1.4154 0.2 0.0 0.0
C 4.9316 0.2918 -2.3127 0.1 0.0 -0.1
C 3.6186 0.1254 -1.9217 -0.1 0.0 0.1
N 3.2643 -0.3412 -0.7147 -0.1 0.2 -0.3
H 0.8916 1.3406 3.6548 0.0 0.0 0.0
H 2.3158 2.3109 3.2830 0.0 -0.1 0.0
H 2.4384 1.0204 4.4949 0.0 0.0 0.0
H 4.0741 -0.1244 3.2635 0.0 -0.1 0.1
H 2.9915 -1.9412 1.2981 -0.2 -0.2 0.0
H 4.6475 -1.8702 1.8721 0.1 0.0 0.1
H 6.3342 -0.8148 0.5497 -0.1 0.0 -0.1
H 6.9750 0.0849 -1.6827 -0.1 0.0 0.0
H 5.1574 0.6621 -3.3037 0.0 0.0 0.0
H 2.8047 0.3685 -2.5945 0.1 0.0 0.1
C 0.5470 -0.8720 -4.4039 0.3 0.1 -0.3
C -0.0875 -0.7940 -3.0577 -0.1 -0.2 0.0
O -1.2600 -1.0400 -2.8923 -0.3 0.3 0.9
O 0.7860 -0.4409 -2.1204 -0.2 0.4 -0.1
H -0.1194 -1.3865 -5.0883 0.0 0.0 0.0
H 1.5072 -1.3808 -4.3456 0.0 0.0 0.0
H 0.7247 0.1456 -4.7652 0.0 -0.1 0.0
Se -1.6422 3.6707 -2.3275 -1.0 0.0 -0.7
N -0.5970 4.9459 -1.7437 0.0 -0.4 0.1
C 0.4052 4.3147 -1.1685 0.6 -0.2 0.4
C 1.4999 4.9658 -0.5280 -0.2 0.2 -0.1
C 2.4495 4.1842 0.0280 0.3 -0.1 0.2
C 2.3436 2.7662 -0.0317 0.2 -0.3 0.0
N 1.3769 2.0953 -0.5956 -0.9 0.4 -0.4
C 0.3649 2.8573 -1.1870 0.8 0.3 0.5
N -0.6684 2.3107 -1.7776 0.0 0.1 0.0
H 1.5543 6.0510 -0.4975 -0.1 -0.2 0.0
H 3.3074 4.6206 0.5232 0.0 -0.1 0.0
H 3.1376 2.1617 0.4035 -0.1 0.1 0.0
S 0.8990 -2.7084 -0.1667 -0.2 0.2 0.1
C -0.4620 -3.0783 0.8011 0.0 -0.1 -0.3
N -0.5425 -2.9542 2.0991 -0.3 0.1 0.4
C -1.8628 -3.1244 2.7256 0.2 -0.2 -0.1
C -2.6745 -3.9819 1.7530 0.2 0.1 -0.1
S -1.9014 -3.7167 0.1213 -0.2 0.0 -0.3
H 0.2158 -2.5197 2.5931 0.2 0.1 0.2
H -2.3169 -2.1458 2.8654 0.0 0.2 0.0
H -1.7585 -3.6161 3.6897 0.0 0.0 0.0
H -3.7138 -3.6669 1.7111 0.0 0.0 0.0
H -2.6253 -5.0413 1.9853 0.0 -0.1 0.0
C -4.7281 -0.5938 -2.5120 0.1 0.1 0.2
C -4.4824 -0.3099 -1.0582 0.1 -0.1 -0.6
C -5.4612 -0.1775 -0.1195 -0.3 0.0 0.0
C -5.0763 0.0271 1.2089 0.2 0.1 0.4
N -3.7907 0.1280 1.5722 -0.2 0.0 -0.2
C -2.8491 0.0528 0.6307 0.1 0.0 0.3
S -1.1979 0.2704 1.0820 0.0 -0.1 -0.1
N -3.1982 -0.1861 -0.6511 0.3 -0.2 -0.6
C -6.0916 0.1380 2.3038 0.1 0.0 0.0
H -5.7920 -0.7098 -2.7060 0.1 0.0 0.0
H -4.2031 -1.5014 -2.8176 0.0 0.0 0.0
H -4.3428 0.2197 -3.1325 0.0 0.0 0.1
H -6.5049 -0.2542 -0.4002 0.1 0.0 0.1
H -2.4399 -0.3438 -1.3278 -0.1 0.0 -0.1
H -7.1067 -0.0090 1.9404 0.1 0.0 0.0
H -6.0152 1.1242 2.7660 0.0 0.0 0.0
H -5.8748 -0.5938 3.0841 0.0 0.0 0.0
```
Positions in Å, forces in eV/Å.

Values from the calculation:
2S+1 = 5
HOMO-LUMO gap (alpha / beta) = 6.049 / 7.351 eV
max |F| = 1.21 eV/Å
electronic energy = -6342.36757 Eh
energy relative to the best compared isomer or geometry (same formula, charge and spin) = 4.0 kcal/mol
HOMO level (alpha / beta) = -13.4 / -13.5 eV
charge = +2

=====

(5)
C42H28Cl5CoO2P2S | ωB97M-V/def2-TZVPD

Geometry as XYZ:
```
81
Properties=species:S:1:pos:R:3:forces:R:3
Co 0.0382 0.8414 -0.2138 -0.1 0.2 0.3
O 1.0305 1.6700 3.0969 0.1 0.5 0.2
S 0.5019 0.6340 2.2153 -0.2 -0.5 0.1
C -0.8539 -0.2015 3.0192 0.0 0.1 -0.1
C -1.0274 -0.0712 4.3877 0.1 0.1 0.0
C -2.0962 -0.7180 4.9873 -0.1 -0.1 -0.1
C -2.9776 -1.4720 4.2178 0.0 0.0 0.0
C -2.8098 -1.5681 2.8451 0.1 0.0 0.0
C -1.7367 -0.9269 2.2282 -0.1 0.0 0.0
P -1.5454 -0.9257 0.4210 0.2 0.1 -0.1
C -1.1399 -2.6142 -0.0649 0.0 -0.1 0.1
C -1.2214 -2.9907 -1.4060 0.0 0.0 0.0
C -0.8713 -4.2767 -1.7836 0.0 0.0 -0.1
C -0.4015 -5.1801 -0.8395 0.0 0.0 0.0
C -0.2929 -4.8001 0.4903 0.0 0.0 0.0
C -0.6676 -3.5238 0.8819 0.0 0.0 0.0
C -3.2081 -0.5048 -0.1640 0.0 0.0 -0.1
C -3.6334 0.8031 0.0815 0.0 0.0 0.0
C -4.8843 1.2176 -0.3403 0.0 0.0 0.0
C -5.7184 0.3318 -1.0126 0.0 0.0 0.0
C -5.3042 -0.9706 -1.2454 0.0 0.0 0.0
C -4.0519 -1.3951 -0.8207 0.1 0.0 0.0
C 1.7118 -0.6943 2.1323 -0.1 0.0 -0.1
C 1.8162 -1.6725 3.1097 0.0 0.0 0.1
C 2.8538 -2.5894 3.0393 0.0 0.0 0.0
C 3.7841 -2.5185 2.0084 0.0 0.0 0.0
C 3.6812 -1.5325 1.0402 0.0 0.0 0.0
C 2.6344 -0.6169 1.0894 0.1 0.1 -0.1
P 2.4398 0.7313 -0.1124 -0.4 -0.5 -0.2
C 3.9080 1.7515 -0.0879 -0.1 0.2 0.0
C 4.9266 1.5939 -1.0259 0.0 -0.1 0.1
C 6.0696 2.3684 -0.9161 0.0 0.0 0.0
C 6.1920 3.2871 0.1168 0.0 0.0 0.0
C 5.1740 3.4421 1.0500 0.0 0.0 0.0
C 4.0227 2.6801 0.9494 0.0 0.0 -0.1
C 2.2224 -0.0380 -1.7397 0.2 0.0 -0.1
C 2.2434 0.8036 -2.8625 0.0 0.0 0.0
C 1.9379 0.3016 -4.1126 0.0 0.0 -0.1
C 1.5959 -1.0399 -4.2612 0.0 0.0 0.0
C 1.5555 -1.8698 -3.1524 0.0 0.0 0.0
C 1.8568 -1.3763 -1.8872 0.1 0.0 -0.1
H -0.3390 0.5404 4.9578 0.0 0.0 0.0
H -2.2476 -0.6284 6.0542 0.0 0.0 0.0
H -3.8124 -1.9722 4.6895 0.0 0.0 0.0
H -3.5206 -2.1276 2.2488 0.0 0.0 0.0
H -1.5706 -2.2878 -2.1541 0.0 0.0 0.0
H -0.9656 -4.5769 -2.8192 0.0 0.0 0.0
H -0.1253 -6.1815 -1.1408 0.0 0.0 0.0
H 0.0679 -5.5032 1.2288 0.0 0.0 0.0
H -0.6011 -3.2436 1.9260 0.0 0.0 0.0
H -2.9931 1.4900 0.6278 0.0 0.0 0.0
H -5.2198 2.2256 -0.1310 0.0 0.0 0.0
H -6.6971 0.6551 -1.3405 0.0 0.0 0.0
H -5.9604 -1.6661 -1.7511 0.0 0.0 0.0
H -3.7469 -2.4180 -0.9938 0.0 0.0 0.0
H 1.1029 -1.7159 3.9231 0.0 0.0 0.0
H 2.9462 -3.3535 3.7989 0.0 0.0 0.0
H 4.5981 -3.2292 1.9654 0.0 0.0 0.0
H 4.4168 -1.4700 0.2472 0.0 0.0 0.0
H 4.8296 0.8734 -1.8288 0.0 0.0 0.0
H 6.8675 2.2530 -1.6372 0.0 0.0 0.0
H 7.0881 3.8878 0.1952 0.0 0.0 0.0
H 5.2768 4.1594 1.8525 0.0 0.0 0.0
H 3.2227 2.7968 1.6730 0.0 0.0 0.0
H 2.5210 1.8465 -2.7537 0.0 0.0 0.0
H 1.9784 0.9503 -4.9775 0.0 0.0 0.0
H 1.3762 -1.4355 -5.2436 0.0 0.0 0.0
H 1.3043 -2.9150 -3.2641 0.0 0.0 0.0
H 1.8381 -2.0443 -1.0342 0.0 0.0 0.0
Cl -4.3918 5.5916 -3.4268 0.1 -0.1 0.1
C -3.3173 4.7508 -2.4371 -0.1 0.2 -0.1
C -2.8375 3.4708 -2.8449 0.1 -0.2 -0.1
Cl -3.3656 2.8024 -4.3197 0.0 0.0 0.1
C -1.9656 2.7918 -2.0432 -0.2 -0.1 -0.3
Cl -1.3564 1.2541 -2.5162 0.2 0.0 0.1
C -1.5223 3.3179 -0.7825 0.1 0.0 0.1
O -0.7469 2.6979 -0.0179 0.0 0.0 0.0
C -2.0201 4.6238 -0.4041 -0.1 0.3 0.1
Cl -1.4944 5.2569 1.0743 0.0 -0.1 -0.1
C -2.8962 5.3149 -1.2161 0.1 0.1 0.2
Cl -3.4758 6.8478 -0.7434 0.0 -0.1 0.0
```
Positions in Å, forces in eV/Å.

Values from the calculation:
2S+1 = 5
HOMO-LUMO gap (alpha / beta) = 8.312 / 5.482 eV
max |F| = 0.67 eV/Å
electronic energy = -6531.87771 Eh
energy relative to the best compared isomer or geometry (same formula, charge and spin) = 10.9 kcal/mol
HOMO level (alpha / beta) = -13.2 / -13.9 eV
charge = +2

=====

(6)
C4H4ClNO2S | ωB97M-V/def2-TZVPD

Geometry as XYZ:
```
13
Properties=species:S:1:pos:R:3:forces:R:3
C -0.7136 2.1283 0.0838 1.1 -1.8 -1.8
C -0.3700 -0.0570 -0.4680 1.4 -0.1 0.6
C -0.4705 -1.3804 -0.5938 2.5 0.9 0.0
C 2.6107 0.5434 0.7619 -0.7 -1.9 1.1
N -1.1850 0.9869 -0.3380 -2.4 2.1 0.6
O 0.5923 2.2158 0.3563 0.0 -1.4 -0.2
O 1.9118 1.0530 -1.5935 0.1 0.3 -2.4
S 1.3787 0.7060 -0.3413 -0.5 1.5 1.7
Cl 3.8117 -0.5536 0.0619 0.6 0.0 -0.3
H -1.2226 3.0879 -0.0546 -0.2 -0.5 0.6
H 0.4688 -1.9158 -0.7255 0.1 0.2 0.1
H -1.2441 -2.0738 -0.5405 -2.0 -0.2 0.0
H 2.2416 -0.0506 1.6248 0.0 1.0 0.0
```
Positions in Å, forces in eV/Å.

Values from the calculation:
HOMO-LUMO gap (alpha / beta) = 8.031 / 8.030 eV
max |F| = 3.19 eV/Å
electronic energy = -1218.24608 Eh
energy relative to the best compared isomer or geometry (same formula, charge and spin) = 82.4 kcal/mol
HOMO level (alpha / beta) = -8.7 / -8.7 eV